# 1
Here is the molecule C3H7NO2S at a distorted geometry from the Open Molecules 2025 dataset. Energies are from ωB97M-V/def2-TZVPD.

Cartesian coordinates (Å):
C -0.39751 -2.02591 -0.24075
C 0.85392 1.96995 0.22180
C -0.46377 -0.53007 0.15372
N -1.55350 0.09146 -0.54908
O -2.18995 1.00519 -0.04795
O 2.08291 -0.26537 -0.17383
S 0.95374 0.45665 -0.74263
H -0.33300 -1.98794 -1.36503
H -1.44363 -2.44879 0.10888
H 0.38532 -2.65862 0.20675
H -0.03951 1.73737 0.82577
H 0.80881 2.73931 -0.54726
H 1.60991 2.34308 0.94116
H -0.27373 -0.42630 1.20845

Output
Energy relative to the best compared isomer or geometry (same formula, charge and spin): 5.318 eV
HOMO-LUMO gap (spin up / spin down): 8.640 / 8.641 eV
Total charge: 0
LUMO (spin up / spin down): -0.4820 / -0.4825 eV
E_HOMO (spin up / spin down): -9.12 / -9.12 eV

---

# 2
Here is a structure of composition C3H7NO2S at a distorted geometry from the Open Molecules 2025 dataset. Energies are from ωB97M-V/def2-TZVPD.

Cartesian coordinates (Å):
C -0.70330 0.08417 1.48896
C -1.45674 0.70730 0.30263
C 1.33781 -1.05172 -1.28623
N 0.69682 0.17719 1.15699
O 1.93762 1.56556 -0.99730
O -0.68946 0.54591 -0.86218
S 0.83825 0.43972 -0.37830
H -0.82148 0.70698 2.45130
H -1.09494 -1.04370 1.61820
H -2.50204 0.22990 0.12234
H -1.65523 1.84409 0.45858
H 0.62534 -1.83099 -0.73032
H 1.10610 -1.18185 -2.38445
H 2.38125 -1.19256 -0.96020

Output
Energy relative to the best compared isomer or geometry (same formula, charge and spin): 5.015 eV
HOMO-LUMO gap: 10.252 eV
Total charge: 0
LUMO: 0.6871 eV
E_HOMO: -9.57 eV

---

# 3
Here is a cluster of 2 separate species, C3H7NO2S in total at a distorted geometry from the Open Molecules 2025 dataset. Energies are from ωB97M-V/def2-TZVPD.

Cartesian coordinates (Å):
C -0.49069 0.47245 1.34035
C -1.02661 0.46623 -1.08745
C -0.56441 -0.19639 0.07668
N 2.17064 -0.17003 -0.18420
O 2.46129 0.41067 0.90257
O 2.89501 -0.80038 -0.92773
S -0.58060 -2.02229 0.02430
H -1.00491 1.40825 1.40120
H 0.68247 0.72711 1.53368
H -0.90445 -0.10538 2.27068
H -2.02488 0.37453 -1.10643
H -0.76753 -0.03742 -1.97597
H -0.81469 1.50227 -1.16685
H -0.03064 -2.02960 -1.10083

Output
Energy relative to the best compared isomer or geometry (same formula, charge and spin): 6.560 eV
HOMO-LUMO gap (spin up / spin down): 8.048 / 5.951 eV
Total charge: 0
LUMO (spin up / spin down): -0.7520 / -1.5887 eV
E_HOMO (spin up / spin down): -8.80 / -7.54 eV

---

# 4
Here is a structure of composition C3H7NO2S at a distorted geometry from the Open Molecules 2025 dataset. Energies are from ωB97M-V/def2-TZVPD.

Cartesian coordinates (Å):
O -1.99468 0.47335 1.05407
C -1.51843 -0.16194 0.14744
O -1.99914 -1.23072 -0.55724
C -0.14478 0.24790 -0.42560
C 0.88680 -0.75924 0.21127
S 2.65679 -0.51904 -0.06453
N 0.14073 1.60422 0.09431
H -1.54296 -1.42330 0.47043
H -0.26689 0.35748 -1.50433
H 0.47610 -0.89955 1.22396
H 0.73589 -1.74934 -0.30224
H 1.96298 0.55564 -1.54567
H 1.11577 1.75814 0.32380
H -0.50822 1.74640 0.87433

Output
Energy relative to the best compared isomer or geometry (same formula, charge and spin): 5.881 eV
HOMO-LUMO gap: 8.240 eV
Total charge: 0
LUMO: -1.2205 eV
E_HOMO: -9.46 eV

---

# 5
Here is the molecule C3H7NO2S at a distorted geometry from the Open Molecules 2025 dataset. Energies are from ωB97M-V/def2-TZVPD.

Cartesian coordinates (Å):
C -1.16683 0.13767 -1.16451
N -0.56173 0.73916 -0.03038
C -1.19890 0.27883 1.26099
S 1.04937 1.18781 -0.01934
C 1.84565 -0.36469 -0.11276
O 1.34914 -1.40425 -0.29993
O 3.13206 -0.13809 0.12225
H -1.10066 -0.87903 -1.12116
H -2.27888 0.34335 -1.10324
H -0.84140 0.57361 -2.06722
H -2.17104 0.62104 1.29823
H -1.05821 -0.76222 1.14194
H -0.60725 0.59617 2.07731
H 3.60869 -0.92936 0.01780

Output
Energy relative to the best compared isomer or geometry (same formula, charge and spin): 1.575 eV
HOMO-LUMO gap: 9.497 eV
Total charge: 0
LUMO: 0.7074 eV
SMILES: CN(C)SC(=O)O
E_HOMO: -8.79 eV

---

# 6
Here is the molecule C3H7NO2S at a distorted geometry from the Open Molecules 2025 dataset. Energies are from ωB97M-V/def2-TZVPD.

Cartesian coordinates (Å):
C 2.52888 0.31991 0.82056
C -2.06610 -1.40723 -0.77875
C 1.33084 1.04325 0.16586
N 0.21319 0.41068 0.12953
O -0.77970 1.12724 -0.54180
O -2.90536 0.56631 0.66712
S -2.36503 0.41592 -0.65598
H 2.23838 -0.50950 1.53412
H 2.90668 1.13579 1.38612
H 3.24092 0.09167 0.09134
H -2.95736 -1.88645 -1.19342
H -1.69570 -1.75700 0.16766
H -1.19483 -1.48594 -1.49368
H 1.50519 1.93534 -0.29866

Output
Energy relative to the best compared isomer or geometry (same formula, charge and spin): 4.004 eV
HOMO-LUMO gap: 10.478 eV
Total charge: 0
LUMO: 0.9195 eV
E_HOMO: -9.56 eV

---

# 7
Here is the molecule C3H7NO3 at a distorted geometry from the Open Molecules 2025 dataset. Energies are from ωB97M-V/def2-TZVPD.

Cartesian coordinates (Å):
N -0.29785 1.22490 -0.80466
C 0.29445 0.53118 0.42770
C -0.85317 -0.41811 0.93654
O -1.40782 -1.17576 -0.13167
C 1.44531 -0.35785 0.03033
O 2.55768 -0.22897 0.48954
O 1.16042 -1.30250 -0.94633
H 0.23788 0.98734 -1.65684
H -0.05991 2.21257 -0.75523
H 0.69009 1.28621 1.13683
H -0.52929 -1.12021 1.70622
H -1.68020 0.28770 1.21162
H -1.74816 -0.55230 -0.79249
H 0.19056 -1.37420 -0.85157

Output
Energy relative to the best compared isomer or geometry (same formula, charge and spin): 1.520 eV
HOMO-LUMO gap: 10.723 eV
Total charge: 0
LUMO: 0.6517 eV
SMILES: N[C@@H](CO)C(=O)O
E_HOMO: -10.07 eV

---

# 8
Here is the molecule C3H7NO3 at a distorted geometry from the Open Molecules 2025 dataset. Energies are from ωB97M-V/def2-TZVPD.

Cartesian coordinates (Å):
O 1.05564 1.28368 0.21346
C 0.75328 0.82606 -0.84104
O 1.20694 1.46992 -2.10110
N -0.35791 0.00992 -1.08752
C -1.06578 -0.32116 0.22718
C -0.34973 -1.42204 1.12734
O -1.17325 -1.65123 2.28674
H 1.91174 1.98114 -1.66065
H -0.52067 0.11126 -2.17835
H -0.89064 0.64409 0.68798
H -2.13694 -0.34400 -0.11279
H 0.65524 -1.16657 1.39767
H -0.22495 -2.14838 0.43776
H -1.02962 -2.46314 2.76739

Output
Energy relative to the best compared isomer or geometry (same formula, charge and spin): 2.721 eV
HOMO-LUMO gap: 10.821 eV
Total charge: 0
LUMO: 0.7947 eV
SMILES: O=C(O)NCCO
E_HOMO: -10.03 eV